(1)
Computed, not measured: one molecule with the formula C18H25NO6S2 at a distorted geometry, with ωB97M-V/def2-TZVPD.

```
52
Properties=species:S:1:pos:R:3:forces:R:3:nbo_charge:R:1
C 3.943003 -3.934110 0.790226 -0.1 0.3 0.1 -0.599
H 4.668466 -4.209636 0.030139 0.1 -0.1 0.0 0.218
H 3.062316 -4.559423 0.664557 -0.1 -0.1 0.0 0.202
C 3.576455 -2.459902 0.654304 0.1 -0.1 -0.2 -0.429
C 2.570864 -2.041039 1.706948 -0.2 0.5 -0.4 -0.622
H 2.966638 -2.105395 2.718130 -0.1 0.1 0.1 0.243
H 1.645774 -2.606610 1.641690 -0.1 -0.1 0.1 0.243
S 2.096459 -0.300368 1.477017 0.1 0.5 0.7 2.194
O 2.001539 0.354738 2.757173 -0.1 -0.2 0.1 -0.943
O 2.972701 0.337805 0.529683 0.0 -0.4 -0.1 -0.961
C 0.456643 -0.280540 0.759363 -0.1 -0.1 0.6 -0.309
C -0.728788 -0.325923 1.494866 0.9 -0.1 0.1 -0.018
N -1.761316 -0.028539 0.642304 0.5 0.0 -0.4 -0.269
C -3.091003 0.065722 0.894063 -1.0 0.1 0.1 0.034
C -3.948377 0.354122 -0.120377 0.3 -0.1 0.2 -0.246
C -3.479721 0.550592 -1.442600 0.5 -0.1 -0.2 0.032
C -2.132871 0.457822 -1.682724 -0.6 0.0 -0.1 -0.226
C -1.254748 0.165403 -0.630757 0.4 0.1 -0.1 0.165
C 0.141555 0.030854 -0.561281 0.4 0.0 -0.6 -0.364
S 1.223308 -0.051506 -1.980361 -0.2 -0.5 -0.2 2.185
O 2.004464 -1.249636 -1.810918 0.3 0.2 0.1 -0.955
O 0.357795 -0.017636 -3.137423 -0.1 0.4 0.0 -0.970
C 2.317713 1.391562 -2.086399 -0.6 -0.4 0.2 -0.639
C 1.528221 2.647445 -2.390746 -0.2 0.2 0.1 -0.418
C 0.843492 3.220243 -1.155132 0.0 0.1 -0.2 -0.609
H 0.367585 4.168951 -1.393498 -0.1 0.1 0.0 0.212
H 1.570513 3.387032 -0.363718 0.0 0.0 0.1 0.211
H 0.083003 2.540867 -0.780787 -0.1 0.1 0.1 0.204
H 2.205184 3.399269 -2.803795 0.0 -0.1 0.0 0.214
H 0.785458 2.406694 -3.154737 0.1 0.2 -0.1 0.224
H 2.990209 1.123698 -2.898288 0.0 -0.2 -0.1 0.250
H 2.862915 1.430734 -1.149499 0.1 0.0 -0.1 0.280
H -1.709587 0.579620 -2.666523 0.0 0.0 -0.1 0.265
C -4.443800 0.908688 -2.531947 0.0 0.2 0.0 -0.424
H -4.025644 0.624250 -3.497836 -0.1 -0.1 0.0 0.218
H -5.382304 0.370445 -2.386839 0.0 -0.1 -0.1 0.211
C -4.718802 2.414599 -2.523042 -0.1 -0.2 -0.1 -0.592
H -3.796265 2.965956 -2.687194 0.1 0.1 0.0 0.210
H -5.137707 2.721585 -1.567476 0.0 0.1 0.1 0.205
H -5.422900 2.673181 -3.309588 -0.1 0.1 -0.1 0.214
H -5.003908 0.431250 0.086250 -0.1 0.0 0.1 0.226
H -3.397286 -0.085399 1.917059 0.1 0.0 0.0 0.254
C -0.915023 -0.662962 2.901490 -0.3 -0.1 0.2 0.783
O -1.872834 -0.349256 3.571895 0.1 0.0 -0.1 -0.606
O 0.098553 -1.422388 3.332846 -0.2 -0.1 -0.3 -0.507
C 0.196629 -1.653243 4.732513 -0.1 0.1 0.4 -0.272
H 0.488303 -2.692805 4.872356 0.0 0.1 0.0 0.192
H 0.961799 -0.986074 5.132291 0.0 0.0 0.0 0.204
H -0.762888 -1.455088 5.213417 0.2 -0.1 0.0 0.215
H 3.154596 -2.265366 -0.332712 0.2 0.0 0.1 0.258
H 4.469689 -1.842543 0.756838 0.0 0.0 -0.1 0.213
H 4.373930 -4.137740 1.768779 0.1 -0.1 0.1 0.197
```
Forces are in eV/Å.

Results
* DFT total energy: -54516.517 eV
* structure (SMILES): CCCS(=O)(=O)c1c(S(=O)(=O)CCC)c2cc(CC)ccn2c1C(=O)OC
* strongest force on any atom: 0.0196 Eh/bohr
* LUMO level: 0.145 eV
* Kohn-Sham gap: 0.312 hartree


(2)
Computed, not measured: a 2-piece molecular cluster, C18H26B2Cl3NO overall at a distorted geometry, with ωB97M-V/def2-TZVPD.

```
51
Properties=species:S:1:pos:R:3:forces:R:3:nbo_charge:R:1
Cl 2.216370 -0.373850 -3.583483 -0.5 -0.1 0.0 -0.240
B 1.340547 -2.011381 -3.651693 2.1 0.0 0.2 0.367
Cl 1.935491 -2.964765 -5.118413 -0.2 -0.1 -0.2 -0.249
Cl 1.690736 -2.951955 -2.101035 -0.2 -0.1 0.1 -0.243
O -0.100110 -1.795530 -3.769521 -3.8 -2.9 -0.4 -0.565
C -0.894269 -2.865866 -3.867434 2.7 2.8 0.3 0.482
C -2.284845 -2.736675 -3.980418 -1.3 0.7 -0.1 -0.154
C -3.163700 -3.839402 -4.087439 0.8 0.2 0.1 -0.117
C -4.516747 -3.637909 -4.196556 -0.3 -0.1 0.0 -0.233
C -5.039046 -2.351387 -4.202907 0.2 -0.1 0.0 -0.104
C -4.195219 -1.258545 -4.099047 -0.2 0.3 0.0 -0.231
C -2.842114 -1.442043 -3.989508 0.4 -0.1 0.0 -0.095
H -0.427084 -3.839183 -3.857796 0.3 -0.2 0.0 0.222
H -2.764676 -4.838256 -4.083636 0.1 -0.3 0.0 0.229
H -5.183652 -4.479157 -4.278710 0.0 -0.2 0.0 0.232
H -6.102148 -2.200954 -4.289600 -0.2 0.0 0.0 0.227
H -4.599144 -0.259508 -4.104788 -0.1 0.1 0.0 0.232
H -2.170925 -0.605242 -3.909139 0.1 0.2 0.0 0.244
C 3.300335 -0.244591 2.029147 0.0 -0.2 0.4 -0.634
C 2.370569 0.468572 1.068793 0.5 0.5 -0.3 -0.203
N 1.088791 0.973480 1.702037 -0.3 -1.0 -0.8 -0.439
C 1.325360 1.676642 2.958971 0.2 0.5 0.2 0.270
C 2.111085 2.816777 2.937035 0.0 -0.1 -0.3 -0.271
C 2.376372 3.517393 4.093375 0.1 0.2 -0.1 -0.198
C 1.855193 3.084258 5.293040 0.0 0.1 0.3 -0.211
C 1.068525 1.951907 5.333071 0.1 0.1 0.0 -0.204
C 0.802640 1.251642 4.172374 -0.3 -0.4 -0.2 -0.234
C 0.314090 1.836721 0.694966 0.2 0.8 0.0 -0.005
C -0.985652 2.356414 1.297779 -0.2 -0.1 0.2 -0.634
C 0.060822 1.152861 -0.643882 0.1 -0.4 0.0 -0.638
B 0.268067 -0.349041 1.931132 -0.8 -1.1 0.3 -0.277
H 0.158757 -0.956374 0.934401 0.1 -0.2 -0.8 -0.030
H 4.246200 -0.505890 1.546540 -0.2 0.2 -0.2 0.225
H 3.531975 0.378400 2.896163 0.1 0.0 -0.1 0.210
H 2.857173 -1.169559 2.402106 0.0 0.2 -0.1 0.240
H 2.875062 1.327913 0.619884 0.1 0.1 0.1 0.189
H 2.110685 -0.193034 0.241335 -0.2 0.1 0.3 0.247
H 2.525461 3.154545 2.003044 0.1 0.1 -0.2 0.215
H 2.992546 4.400487 4.055493 0.1 0.1 0.0 0.214
H 2.062885 3.627790 6.198480 0.1 0.1 0.2 0.213
H 0.660387 1.609958 6.271213 -0.1 -0.1 0.1 0.217
H 0.185149 0.371369 4.221209 0.0 -0.1 -0.1 0.260
H 0.968377 2.701849 0.508970 -0.1 -0.1 0.0 0.192
H -1.460839 3.085142 0.637413 0.2 0.0 -0.1 0.216
H -1.694743 1.542434 1.448616 0.1 0.0 0.0 0.235
H -0.819535 2.836445 2.264509 0.0 0.0 -0.1 0.219
H -0.418066 1.838687 -1.344584 0.1 0.3 0.2 0.217
H 0.979384 0.804029 -1.117316 -0.1 0.0 0.0 0.233
H -0.604295 0.298135 -0.528639 0.1 0.0 0.0 0.235
H 0.796722 -1.060906 2.700937 0.5 -0.2 0.6 -0.032
H -0.808963 -0.132846 2.343528 -0.8 0.4 0.4 -0.042
```
Forces are in eV/Å.

Results
* DFT total energy: -61548.200 eV
* strongest force on any atom: 0.0933 Eh/bohr
* LUMO level: -2.435 eV
* Kohn-Sham gap: 0.248 hartree


(3)
Computed, not measured: C18H26Br18FN3O3 as an isolated structure at a distorted geometry, with ωB97M-V/def2-TZVPD.

```
69
Properties=species:S:1:pos:R:3:forces:R:3:nbo_charge:R:1
C 0.192862 0.749873 5.934950 0.5 -0.5 -1.8 -0.695
C -0.923370 -0.232040 5.275445 -0.3 -0.1 2.3 0.325
N -1.697522 -0.928306 6.082511 1.9 1.7 -2.1 -0.611
C -0.950594 -0.288603 3.671881 0.3 1.0 1.0 -0.530
C -2.417774 -0.251383 3.022780 0.6 -1.1 1.3 0.575
C -3.148136 -1.668579 2.870734 -0.3 -0.6 -1.0 -0.533
C -2.202097 -2.907238 2.498469 -0.7 -0.4 -1.1 0.036
F -1.954657 -3.820312 3.592056 -0.3 1.7 -1.4 -0.376
O -3.251036 0.533163 3.971734 -2.1 2.1 -3.8 -0.485
C -4.107125 1.377917 3.197925 0.5 3.7 0.2 0.547
N -4.570922 2.382497 2.695949 1.8 -5.6 2.6 -0.399
O -2.357989 0.545912 1.814621 1.6 -1.8 -0.3 -0.567
C -1.698699 -0.126420 0.734264 -2.6 -2.9 -3.8 0.806
O -2.447856 -0.750632 -0.085619 3.0 2.9 3.6 -0.542
C -0.124963 -0.149647 0.445961 0.0 0.4 0.6 -0.532
C 0.471527 1.333804 0.210120 0.2 0.5 -0.1 -0.431
C 1.656949 1.751840 1.223208 0.0 -0.5 -0.3 -0.420
C 3.023383 0.940505 0.872508 -0.4 0.6 -0.3 -0.239
N 3.030645 -0.457094 1.445674 -1.3 0.7 -0.1 -0.819
H 0.034506 1.855436 5.626674 0.1 -1.8 0.7 0.234
H 0.311295 0.602686 7.060450 -0.5 0.3 -1.6 0.229
H 1.199223 0.437642 5.446420 -1.5 0.6 0.8 0.219
H -1.438022 -0.671281 7.060071 -0.3 -0.3 -0.9 0.340
H -0.414196 0.677241 3.312787 -1.0 -1.6 0.6 0.238
H -0.285724 -1.154674 3.338401 -1.2 1.0 0.4 0.250
H -3.781984 -1.977357 3.775222 1.3 0.9 -1.0 0.281
H -3.898172 -1.557799 1.990734 1.3 -0.1 1.4 0.259
H -1.202904 -2.586126 2.035584 -1.3 -0.5 0.9 0.160
H -2.747970 -3.505185 1.668959 1.0 0.8 1.6 0.200
H 0.059256 -0.790625 -0.490867 -0.8 0.9 1.5 0.255
H 0.392525 -0.692243 1.316643 -0.8 1.0 -1.2 0.227
H 0.894739 1.389394 -0.859578 -0.7 -0.1 1.6 0.227
H -0.398850 2.089034 0.249790 1.4 -1.1 0.0 0.234
H 1.307565 1.491361 2.288992 0.7 0.4 -1.4 0.184
H 1.858315 2.880295 1.204077 -0.4 -1.6 -0.2 0.226
H 3.938269 1.539217 1.259830 -1.5 -1.1 -0.6 0.197
H 3.102740 0.827342 -0.275116 0.1 0.5 2.0 0.204
H 2.394992 -0.409899 2.270734 0.9 -0.3 -0.6 0.338
H 2.536045 -1.103848 0.795178 0.7 0.7 0.5 0.347
C 0.896994 4.114813 -3.324648 -0.2 0.1 0.0 -0.496
Br -0.911684 3.830850 -2.682364 0.5 0.0 -0.1 0.098
Br 2.172305 4.200593 -1.864114 -0.2 -0.1 -0.2 0.077
Br 1.411263 2.794648 -4.651850 -0.1 0.4 0.5 0.072
H 0.912614 5.085633 -3.818702 0.0 -0.3 0.1 0.227
C 3.633850 -0.411653 -3.955110 0.0 0.0 -0.1 -0.498
Br 5.506438 -0.090802 -3.564807 -0.4 -0.1 -0.1 0.098
Br 3.399539 -1.837144 -5.248346 0.0 0.1 0.4 0.097
Br 2.602137 -0.725074 -2.343673 0.2 -0.1 -0.4 0.080
H 3.242718 0.497482 -4.409442 0.0 -0.3 0.2 0.230
C -3.883288 4.628504 0.152424 -0.1 0.0 0.2 -0.483
Br -4.159433 3.870990 -1.613507 0.0 0.1 0.3 0.088
Br -2.301384 3.904089 1.009234 -0.2 0.3 -0.3 0.093
Br -3.853187 6.567758 0.106745 0.0 -0.4 0.0 0.086
H -4.738118 4.336655 0.762182 0.3 0.0 -0.1 0.244
C 5.004132 -4.475125 -2.856225 0.0 0.1 0.0 -0.491
Br 6.877257 -4.155625 -2.465046 -0.4 -0.1 -0.1 0.088
Br 4.769478 -5.901672 -4.150706 0.1 0.3 0.3 0.087
Br 3.972339 -4.789501 -1.242938 0.2 0.0 -0.3 0.084
H 4.614117 -3.565005 -3.311293 0.1 -0.3 0.1 0.221
C -4.167992 -4.093997 -1.606899 0.0 0.1 -0.1 -0.487
Br -2.294853 -3.799975 -1.199789 -0.3 -0.2 -0.2 0.095
Br -4.410137 -5.518351 -2.901533 0.1 0.3 0.3 0.091
Br -5.215294 -4.392568 -0.000840 0.2 0.0 -0.3 0.085
H -4.541613 -3.179251 -2.065533 0.1 -0.3 0.2 0.230
C 2.217185 1.254737 -8.316740 -0.1 0.0 -0.2 -0.488
Br 0.401429 0.971336 -7.695745 0.4 0.0 -0.1 0.100
Br 3.478364 1.345734 -6.843984 0.0 0.1 -0.7 0.087
Br 2.743738 -0.068197 -9.633923 -0.1 0.2 0.3 0.099
H 2.236813 2.224252 -8.812985 0.0 -0.3 0.2 0.228
```
Forces are in eV/Å.

Results
* DFT total energy: -1293175.377 eV
* strongest force on any atom: 0.1254 Eh/bohr
* LUMO level: -0.569 eV
* Kohn-Sham gap: 0.336 hartree


no.,HOMO level (hartree)
1,-0.3068
2,-0.3380
3,-0.3572